# 1
# C27H78AsF6N12O9

A molecular structure, C27H78AsF6N12O9 (ωB97M-V with the def2-TZVPD basis set, the Open Molecules 2025 dataset).

Calculated values
M: 903.9 g/mol
Frontier orbital gap (spin up / spin down): 0.318 / 0.126 Ha
Maximum force: 8.73 eV/Å
E_tot: -5244.58260 Eh

```
! RIJCOSX wB97M-V def2-TZVPD def2/J DEFGRID3
* xyz 0 2
As -1.2599 0.1461 0.7772
F -0.4549 -1.4000 0.4064
F -2.3882 -0.7189 1.8468
F -2.0080 1.7323 1.0198
F -0.0181 0.9376 -0.3453
F -2.3535 -0.1074 -0.5991
F -0.2214 0.4462 2.1312
C -5.8705 -0.8476 0.7249
O -7.0792 -0.9406 0.5971
N -5.2704 -0.5846 1.8320
N -5.0185 -0.8626 -0.2676
H -5.8752 -0.4982 2.6362
H -4.2731 -0.4252 1.8376
H -5.4923 -0.9370 -1.1565
H -4.0249 -0.6873 -0.2228
C -0.1736 -4.9152 0.6334
O -0.9328 -4.7585 1.5758
N -0.0675 -4.0911 -0.2999
N 0.6183 -5.9013 0.4290
H 0.8028 -4.0595 -0.8115
H -0.5697 -3.2172 -0.2348
H 0.3878 -6.6799 1.0297
H 1.2361 -5.9569 -0.3680
C 1.9670 2.2997 4.3082
O 2.8249 2.8764 5.0120
N 2.0679 1.1609 3.8218
N 0.8508 2.7655 3.9660
H 1.3220 0.8937 3.1955
H 2.9165 0.6547 4.0313
H 0.6544 3.7535 4.0394
H 0.1220 2.2124 3.5382
C -3.5705 -4.8300 -1.4396
C -3.0026 -4.3120 -2.7989
C -3.0827 -2.8114 -3.0392
O -2.4797 -2.4035 -4.3024
C -2.8082 -1.0641 -4.6659
N -1.6118 -4.7472 -2.9478
H -3.8247 -5.8880 -1.3757
H -4.3712 -4.1509 -1.1465
H -2.8015 -4.6526 -0.6878
H -3.5507 -4.7953 -3.6077
H -2.7213 -2.2367 -2.1863
H -4.1276 -2.5217 -3.1498
H -2.2516 -0.7437 -5.5466
H -2.6170 -0.4335 -3.7976
H -3.8325 -0.7698 -4.8947
H -1.0282 -4.5881 -2.1390
H -1.3220 -4.0979 -3.6651
C -3.4929 6.7299 -3.1926
C -4.3167 6.7254 -1.8589
C -4.0032 5.4378 -1.0937
O -4.3680 4.2711 -1.8622
C -4.1824 2.9747 -1.2503
N -4.0187 8.0250 -1.2300
H -3.9353 6.1161 -3.9772
H -2.4590 6.3954 -3.1071
H -3.5439 7.7633 -3.5356
H -5.3792 6.6711 -2.0960
H -4.5444 5.5661 -0.1563
H -2.9681 5.3838 -0.7564
H -4.9069 2.7546 -0.4663
H -3.1773 2.9779 -0.8286
H -4.2984 2.1855 -1.9931
H -3.0571 8.2556 -1.4354
H -4.6154 8.7266 -1.6444
C 5.3753 -4.5040 0.8050
C 5.2793 -3.2760 1.6869
C 3.8745 -2.5960 1.5482
O 3.9377 -1.6276 0.6132
C 2.6607 -1.0172 0.4183
N 5.5692 -3.6545 3.0501
H 6.3250 -5.0336 0.8815
H 5.2769 -4.3125 -0.2635
H 4.5198 -5.1047 1.1139
H 6.0530 -2.5580 1.4146
H 3.8130 -2.1035 2.5187
H 3.0849 -3.3305 1.3893
H 2.1920 -0.6288 1.3225
H 1.9967 -1.7545 -0.0330
H 2.7616 -0.2948 -0.3917
H 6.5575 -3.8093 3.1889
H 5.1641 -4.5791 3.0813
C 4.8805 0.5686 -4.0430
C 3.8597 -0.4657 -3.5013
C 2.3906 -0.0496 -3.8175
O 1.6266 -1.1089 -3.3579
C 0.1879 -0.9116 -3.3304
N 4.2518 -1.7192 -4.2222
H 5.3029 0.2344 -4.9906
H 5.7078 0.6475 -3.3377
H 4.5545 1.5879 -4.2498
H 3.9824 -0.5704 -2.4233
H 2.2095 0.1415 -4.8752
H 2.0680 0.8706 -3.3304
H -0.2414 -0.3547 -4.1632
H 0.0165 -0.3103 -2.4376
H -0.3234 -1.8456 -3.0972
H 3.5217 -2.3741 -3.9810
H 3.9423 -1.4760 -5.1523
C 1.9313 5.5390 -0.4246
C 1.7632 4.1116 -0.0811
C 2.9777 3.5965 0.7862
O 4.2655 3.6386 0.1711
C 4.4946 2.7538 -0.8978
N 0.5377 4.0798 0.7452
H 1.8237 6.2327 0.4093
H 1.2415 5.8624 -1.2041
H 2.9183 5.6493 -0.8738
H 1.6101 3.5286 -0.9893
H 2.7361 2.5605 1.0238
H 3.0379 4.0526 1.7744
H 5.5432 2.5038 -1.0592
H 4.2370 3.2890 -1.8118
H 3.8993 1.8459 -0.8005
H -0.1400 4.3985 0.0675
H 0.3687 3.0892 0.8464
C 1.1018 -2.2611 3.8250
C -0.1880 -2.4754 4.6787
C -0.5865 -1.2106 5.3922
O -1.9433 -1.0268 5.5841
C -2.3259 0.3457 5.6840
N -1.2753 -2.9094 3.8806
H 1.8632 -1.9986 4.5594
H 0.9517 -1.3978 3.1768
H 1.3755 -3.0649 3.1415
H 0.0299 -3.3313 5.3175
H -0.1363 -0.3818 4.8457
H -0.1378 -1.1777 6.3850
H -1.8690 0.7929 6.5669
H -3.3628 0.4844 5.9900
H -2.1500 0.8719 4.7458
H -2.0040 -2.3744 4.3311
H -1.1157 -2.5001 2.9712
*
```


# 2
# C2ClO2S

A gas-phase ion, C2ClO2S (charge -1) (ωB97M-V with the def2-TZVPD basis set, the Open Molecules 2025 dataset).

Calculated values
M: 123.5 g/mol
Frontier orbital gap: 0.294 Ha
Maximum force: 2.90 eV/Å
E_tot: -1085.12491 Eh
SMILES: O=C1S[C@@]1([O-])Cl

```
! RIJCOSX wB97M-V def2-TZVPD def2/J DEFGRID3
* xyz -1 1
C 0.7103 0.1800 0.4747
C -0.4159 0.2057 -0.4661
O 1.1877 0.9071 1.3511
O -0.7084 0.5386 -1.5660
S 1.1082 -1.2167 -0.3364
Cl -1.8820 -0.6148 0.5428
*
```